{"formula": "C5H8O2", "method": "ωB97M-V/def2-TZVPD", "elements": ["O", "C", "C", "C", "C", "C", "O", "H", "H", "H", "H", "H", "H", "H", "H"], "coordinates": [[-2.74633, -1.78937, 0.59822], [-2.38605, -0.72624, 0.26844], [-1.97338, 0.46684, -0.10688], [-0.50756, 0.75738, -0.34659], [0.30173, -0.50739, -0.07628], [1.78933, -0.41529, -0.36696], [2.45469, 0.50796, 0.47348], [-2.73754, 1.23089, -0.17982], [-0.19064, 1.58870, 0.29811], [-0.33933, 1.07253, -1.38746], [0.17336, -0.80129, 0.97294], [-0.14139, -1.28580, -0.71281], [2.26034, -1.38376, -0.16956], [1.94676, -0.18286, -1.43216], [2.26179, 1.39782, 0.15858]], "forces_ev_per_a": [[0.243, 0.887, -0.278], [-0.236, -0.503, 0.164], [-0.156, -0.080, 0.103], [0.087, -0.009, -0.015], [-0.018, -0.044, 0.026], [-0.117, -0.268, -0.210], [0.057, 0.313, -0.061], [0.035, -0.047, -0.027], [-0.022, -0.177, -0.072], [-0.123, -0.010, 0.158], [-0.017, -0.029, -0.142], [0.259, -0.114, 0.159], [-0.093, 0.122, -0.075], [0.057, 0.028, 0.166], [0.044, -0.069, 0.105]], "charge": 0, "multiplicity": 1, "fmax_ev_per_a": 0.96, "e_tot_ha": -345.7540, "de_lowest_kcal_mol": 32.0, "gap_ev": 9.7, "smiles": "O=C=CCCCO", "homo_ev": -8.937}



{"formula": "C5H8O2", "method": "ωB97M-V/def2-TZVPD", "elements": ["C", "C", "C", "O", "C", "C", "O", "H", "H", "H", "H", "H", "H", "H", "H"], "coordinates": [[-2.38897, 0.67587, 2.64636], [-1.48716, 0.81576, 1.85986], [-0.37123, 0.95637, 0.90965], [-0.04734, -0.29420, 0.33991], [1.10873, -0.25331, -0.48244], [1.17748, -1.59967, -1.18119], [0.02164, -1.82726, -1.95151], [-3.16978, 0.58383, 3.37367], [-0.57804, 1.71525, 0.13508], [0.49064, 1.35461, 1.45879], [1.00206, 0.54259, -1.23402], [2.02843, -0.05758, 0.09969], [2.02802, -1.61797, -1.87088], [1.32348, -2.39026, -0.42828], [-0.72905, -1.62255, -1.37666]], "forces_ev_per_a": [[0.463, 0.189, -0.291], [-0.401, -0.170, 0.075], [0.150, 0.294, 0.238], [-0.015, 0.031, 0.077], [0.096, 0.034, -0.181], [0.329, 0.092, 0.139], [-0.259, 0.016, 0.059], [0.196, -0.014, -0.247], [-0.246, -0.301, 0.084], [0.072, -0.085, 0.094], [0.003, -0.042, 0.055], [-0.309, -0.091, -0.020], [-0.080, 0.015, 0.155], [-0.045, 0.113, -0.124], [0.048, -0.081, -0.113]], "charge": 0, "multiplicity": 1, "fmax_ev_per_a": 0.58, "e_tot_ha": -345.6983, "de_lowest_kcal_mol": 66.9, "gap_ev": 11.1, "smiles": "C#CCOCCO", "homo_ev": -10.147}



{"formula": "C5H8O2", "method": "ωB97M-V/def2-TZVPD", "elements": ["O", "C", "C", "C", "O", "C", "C", "H", "H", "H", "H", "H", "H", "H", "H"], "coordinates": [[2.51683, 0.20920, -0.74695], [1.94398, 0.35726, 0.32049], [0.79947, -0.51352, 0.71790], [-0.29824, -0.20854, -0.36625], [0.18263, -0.55037, -1.62605], [-1.70113, -0.48979, 0.07365], [-1.26387, 0.94167, -0.16721], [2.16766, 1.24660, 0.93487], [0.49401, -0.33041, 1.75824], [1.02136, -1.57809, 0.56931], [1.16671, -0.36146, -1.59083], [-1.81862, -0.81473, 1.10759], [-2.40155, -0.94297, -0.62099], [-1.67562, 1.43040, -1.04933], [-1.13364, 1.60476, 0.68556]], "forces_ev_per_a": [[0.158, 0.187, 0.764], [0.231, 0.094, -0.569], [-0.515, 0.113, -0.400], [0.300, -0.044, 0.895], [0.247, 0.079, 0.174], [0.029, -0.202, -0.029], [0.153, 0.086, 0.041], [0.113, -0.124, 0.093], [-0.115, 0.017, -0.460], [0.171, 0.240, 0.139], [-1.156, -0.255, -0.368], [-0.031, 0.037, -0.278], [0.177, 0.134, -0.018], [0.285, -0.208, 0.118], [-0.048, -0.152, -0.104]], "charge": 0, "multiplicity": 1, "fmax_ev_per_a": 1.24, "e_tot_ha": -345.7410, "de_lowest_kcal_mol": 40.2, "gap_ev": 10.1, "smiles": "O=CCC1(O)CC1", "homo_ev": -9.458}



{"formula": "C5H8O2", "method": "ωB97M-V/def2-TZVPD", "elements": ["C", "C", "C", "C", "O", "C", "O", "H", "H", "H", "H", "H", "H", "H", "H"], "coordinates": [[2.19467, -0.31460, 0.58432], [0.79340, 0.18441, 0.74267], [0.11562, 0.88690, -0.16425], [-1.38232, 0.72680, -0.39348], [-1.59862, 0.68598, -1.78158], [-1.68184, -0.66451, 0.16565], [-1.62995, -1.63395, -0.56085], [2.78877, 0.28041, -0.11486], [2.08450, -1.32110, 0.14833], [2.72864, -0.43615, 1.53216], [0.26251, -0.25373, 1.58905], [0.61981, 1.36668, -1.00302], [-2.03540, 1.49675, 0.03724], [-1.39614, -0.23651, -2.03375], [-1.86366, -0.76740, 1.25238]], "forces_ev_per_a": [[0.156, 0.010, 0.020], [-0.042, -0.063, -0.033], [0.225, -0.175, 0.092], [-0.106, -0.069, 0.127], [0.045, -0.164, -0.146], [-0.055, -0.438, -0.332], [-0.270, 0.556, 0.538], [-0.081, -0.014, 0.132], [0.207, 0.206, 0.127], [-0.058, 0.160, -0.156], [0.015, -0.052, -0.210], [-0.010, -0.145, 0.095], [0.211, -0.127, -0.035], [-0.186, 0.318, -0.052], [-0.052, -0.003, -0.166]], "charge": 0, "multiplicity": 1, "fmax_ev_per_a": 0.82, "e_tot_ha": -345.7397, "de_lowest_kcal_mol": 40.9, "gap_ev": 10.5, "smiles": "C/C=C/[C@@H](O)C=O", "homo_ev": -9.620}



{"formula": "C5H8O2", "method": "ωB97M-V/def2-TZVPD", "elements": ["O", "C", "C", "C", "C", "O", "C", "H", "H", "H", "H", "H", "H", "H", "H"], "coordinates": [[-1.46847, -0.64902, 2.75037], [-0.90952, -0.35684, 1.72808], [0.26524, 0.56148, 1.39148], [-0.00323, 0.30231, -0.11847], [1.07359, 0.05422, -1.21871], [0.47815, 0.55074, -2.36033], [-1.11819, -0.74181, 0.26212], [1.20791, 0.19916, 1.81146], [0.11789, 1.59924, 1.70444], [-0.44060, 1.14218, -0.57838], [1.46886, -0.97760, -1.29926], [1.93830, 0.68714, -0.94440], [0.44356, -0.04610, -3.10158], [-0.92867, -1.80760, 0.08239], [-2.12483, -0.51748, -0.10919]], "forces_ev_per_a": [[0.273, 0.149, -0.487], [-0.094, -0.081, 0.124], [0.217, 0.103, -0.006], [0.513, -1.377, 0.172], [0.438, -0.395, 2.247], [-0.349, 0.628, -1.453], [-0.074, 0.041, -0.176], [-0.015, -0.020, -0.115], [0.084, -0.127, 0.048], [-0.947, 1.205, -0.010], [-0.479, 0.319, -0.029], [-0.158, -0.172, -0.219], [0.226, -0.440, -0.088], [0.193, 0.210, -0.056], [0.171, -0.042, 0.048]], "charge": 0, "multiplicity": 1, "fmax_ev_per_a": 2.32, "e_tot_ha": -345.7445, "de_lowest_kcal_mol": 38.0, "gap_ev": 10.2, "smiles": "O=C1CC(CO)C1", "homo_ev": -9.493}



{"formula": "C5H8O2", "method": "ωB97M-V/def2-TZVPD", "elements": ["C", "C", "O", "C", "C", "O", "C", "H", "H", "H", "H", "H", "H", "H", "H"], "coordinates": [[0.94567, 1.62090, 0.21532], [0.63266, 0.31733, -0.50120], [1.18029, -0.95981, -0.31801], [0.14622, -1.79859, 0.19763], [-1.15694, -1.05118, -0.09302], [-0.66918, 0.24487, 0.14768], [-0.45844, 2.08354, -0.22169], [1.15446, 1.42423, 1.27695], [1.71397, 2.25479, -0.23219], [0.57974, 0.52152, -1.58270], [0.27965, -1.88160, 1.28203], [0.19932, -2.78262, -0.26924], [-1.50848, -1.11382, -1.12749], [-1.96468, -1.28954, 0.60411], [-1.07426, 2.40998, 0.62181]], "forces_ev_per_a": [[0.103, 0.093, -0.106], [-0.306, 0.023, 0.080], [0.246, 0.058, 0.282], [-0.121, -0.300, 0.123], [-0.045, -0.301, -0.153], [0.125, 0.057, -0.534], [0.089, 0.834, 0.196], [-0.144, 0.183, -0.166], [0.017, -0.237, -0.082], [-0.365, -0.166, 0.305], [-0.098, -0.161, -0.107], [0.098, 0.091, -0.008], [0.055, -0.289, 0.024], [0.182, 0.090, -0.111], [0.165, 0.024, 0.258]], "charge": 0, "multiplicity": 1, "fmax_ev_per_a": 0.86, "e_tot_ha": -345.5949, "de_lowest_kcal_mol": 131.8, "gap_ev": 8.9, "homo_ev": -8.006}



{"formula": "C5H8O2", "method": "ωB97M-V/def2-TZVPD", "elements": ["C", "C", "C", "O", "C", "H", "H", "H", "H", "H", "H", "C", "O", "H", "H"], "coordinates": [[-0.24127, -0.91593, -0.65556], [-0.06396, -0.87734, 0.66033], [1.13729, -0.00634, 0.96551], [1.46064, 0.60300, -0.27360], [0.87102, -0.16493, -1.29537], [-0.94832, -1.46898, -1.26186], [-0.59782, -1.45391, 1.40361], [0.96744, 0.78712, 1.70751], [1.98070, -0.62155, 1.31705], [0.69580, 0.46038, -2.17595], [1.47000, -1.05416, -1.56468], [-1.66777, 1.17600, 0.29318], [-1.34669, 1.68421, -0.75138], [-2.48132, 0.42883, 0.37883], [-1.20107, 1.44912, 1.26136]], "forces_ev_per_a": [[-0.206, 0.006, 0.360], [0.167, -0.294, -0.142], [0.043, -0.127, 0.211], [0.093, -0.078, 0.038], [0.154, -0.584, -0.320], [-0.077, -0.048, 0.318], [-0.046, 0.121, 0.017], [-0.022, -0.209, -0.121], [-0.057, 0.023, 0.045], [-0.237, -0.130, 0.274], [0.799, 0.522, -0.506], [-0.180, 0.394, -0.281], [-0.431, 0.162, 0.424], [0.015, 0.164, -0.142], [-0.016, 0.079, -0.175]], "charge": 0, "multiplicity": 1, "fmax_ev_per_a": 1.08, "e_tot_ha": -345.7050, "de_lowest_kcal_mol": 62.7, "gap_ev": 10.0, "smiles": "C1=CCOC1.C=O", "homo_ev": -9.067}



{"formula": "C5H8O2", "method": "ωB97M-V/def2-TZVPD", "elements": ["O", "C", "C", "C", "C", "O", "C", "H", "H", "H", "H", "H", "H", "H", "H"], "coordinates": [[-0.16161, 0.43812, -2.75663], [-0.65462, 0.89365, -1.75471], [-0.09142, 0.80871, -0.38276], [1.13551, -0.03681, -0.00383], [0.37987, -0.67492, 1.18793], [0.33957, -2.07927, 1.26259], [-0.91355, 0.07775, 0.75395], [-1.51305, 1.61451, -1.76916], [0.14092, 1.90800, -0.48606], [1.48864, -0.74673, -0.75835], [1.96353, 0.60321, 0.30344], [0.75227, -0.36694, 2.17102], [0.20281, -2.43503, 0.37456], [-1.62502, -0.65025, 0.33375], [-1.44383, 0.64599, 1.52426]], "forces_ev_per_a": [[-0.348, 0.072, 0.193], [0.025, -0.527, -0.546], [0.186, 0.309, -0.216], [0.262, 0.064, -0.100], [0.047, 0.438, -0.012], [-0.157, -0.006, -0.281], [-0.103, 0.167, -0.087], [-0.042, -0.457, -0.337], [-0.165, -0.424, 1.823], [-0.121, 0.083, 0.037], [0.130, -0.239, -0.068], [-0.070, 0.109, -0.268], [-0.008, 0.039, 0.137], [0.146, 0.316, -0.080], [0.219, 0.055, -0.194]], "charge": 0, "multiplicity": 1, "fmax_ev_per_a": 1.88, "e_tot_ha": -345.7343, "de_lowest_kcal_mol": 44.3, "gap_ev": 10.6, "smiles": "O=C[C@H]1C[C@@H](O)C1", "homo_ev": -9.804}



{"formula": "C5H8O2", "method": "ωB97M-V/def2-TZVPD", "elements": ["C", "C", "O", "C", "C", "C", "O", "H", "H", "H", "H", "H", "H", "H", "H"], "coordinates": [[1.17406, -1.27082, -0.90938], [0.62460, -0.06837, -1.07762], [1.37210, 1.09971, -1.09630], [-0.80998, 0.06917, -0.60423], [-0.39304, -0.19359, 0.85829], [-0.25669, 1.00756, 1.73615], [-0.04621, -1.28788, 1.24588], [0.53884, -2.14996, -0.88622], [2.20208, -1.40082, -0.59683], [1.29095, 1.46416, -1.98732], [-1.46888, -0.71405, -0.99443], [-1.27015, 1.05458, -0.75366], [-1.23734, 1.16323, 2.19350], [0.02749, 1.90394, 1.17891], [0.48184, 0.78234, 2.50620]], "forces_ev_per_a": [[0.383, 0.157, -0.998], [0.185, -0.692, -0.387], [-0.040, -0.014, -0.187], [0.178, -0.106, 0.039], [-0.417, -0.348, 0.767], [-0.023, 0.132, 0.203], [-1.075, 0.498, 0.503], [0.125, 0.269, 0.204], [0.228, 0.060, -0.735], [0.102, 0.079, 0.208], [0.272, 0.056, 0.190], [0.301, -0.263, 0.020], [0.048, 0.196, 0.100], [-0.093, -0.146, 0.041], [-0.173, 0.120, 0.031]], "charge": 0, "multiplicity": 1, "fmax_ev_per_a": 1.29, "e_tot_ha": -345.7270, "de_lowest_kcal_mol": 48.9, "gap_ev": 9.6, "smiles": "C=C(O)CC(C)=O", "homo_ev": -8.881}



{"formula": "C5H8O2", "method": "ωB97M-V/def2-TZVPD", "elements": ["C", "C", "C", "C", "O", "C", "O", "H", "H", "H", "H", "H", "H", "H", "H"], "coordinates": [[2.38334, -0.12404, 0.72189], [0.91481, 0.20514, 0.72693], [0.18761, 0.37210, -0.37526], [-1.31583, 0.57633, -0.40090], [-1.78073, 0.93957, -1.66791], [-1.87851, -0.78176, -0.00756], [-2.41315, -1.50022, -0.81978], [2.99541, 0.78498, 0.67642], [2.64417, -0.74980, -0.13966], [2.66891, -0.66165, 1.63083], [0.43070, 0.30924, 1.70146], [0.64126, 0.27792, -1.36255], [-1.62880, 1.33119, 0.33542], [-2.14029, 0.12169, -2.05783], [-1.70892, -1.10069, 1.03850]], "forces_ev_per_a": [[0.082, -0.012, -0.006], [-0.143, 0.042, -0.146], [0.205, -0.053, 0.189], [0.068, -0.020, 0.169], [-0.057, -0.182, -0.152], [-0.184, -0.265, -0.289], [0.152, 0.336, 0.388], [-0.096, -0.121, 0.046], [-0.043, 0.173, 0.151], [-0.039, 0.054, -0.139], [0.105, 0.031, -0.158], [-0.101, -0.046, 0.132], [0.072, -0.160, -0.084], [0.000, 0.220, 0.027], [-0.018, 0.003, -0.127]], "charge": 0, "multiplicity": 1, "fmax_ev_per_a": 0.54, "e_tot_ha": -345.7563, "de_lowest_kcal_mol": 30.5, "gap_ev": 10.5, "smiles": "C/C=C/[C@@H](O)C=O", "homo_ev": -9.660}



{"formula": "C5H8O2", "method": "ωB97M-V/def2-TZVPD", "elements": ["O", "C", "C", "C", "C", "C", "O", "H", "H", "H", "H", "H", "H", "H", "H"], "coordinates": [[0.07054, -0.13097, -2.09253], [0.50085, 0.44857, -0.85883], [1.31754, -0.53920, -0.07102], [0.76228, -0.82741, 1.10548], [-0.46094, 0.00982, 1.39548], [-0.71756, 0.78818, 0.08008], [-1.92797, 0.39436, -0.51726], [0.10043, -1.08923, -1.97153], [1.04344, 1.35420, -1.14972], [2.21759, -0.98507, -0.49382], [1.15550, -1.55639, 1.81195], [-0.26370, 0.69658, 2.23147], [-1.34366, -0.57977, 1.67288], [-0.75012, 1.86862, 0.28851], [-1.70421, 0.14768, -1.43113]], "forces_ev_per_a": [[-0.021, -0.158, -0.061], [0.051, 0.089, 0.140], [-0.081, 0.007, 0.141], [0.059, 0.105, -0.084], [0.010, 0.008, -0.010], [0.279, 0.066, 0.174], [-0.051, -0.094, -0.121], [-0.084, 0.101, -0.108], [-0.018, -0.132, 0.148], [-0.182, 0.076, 0.177], [-0.052, 0.159, -0.131], [-0.020, -0.147, -0.160], [0.187, 0.056, -0.108], [0.026, -0.221, -0.135], [-0.102, 0.086, 0.139]], "charge": 0, "multiplicity": 1, "fmax_ev_per_a": 0.34, "e_tot_ha": -345.7691, "de_lowest_kcal_mol": 22.5, "gap_ev": 10.8, "smiles": "O[C@@H]1C=CC[C@@H]1O", "homo_ev": -9.878}



{"formula": "C5H8O2", "method": "ωB97M-V/def2-TZVPD", "elements": ["C", "C", "C", "O", "C", "C", "O", "H", "H", "H", "H", "H", "H", "H", "H"], "coordinates": [[-1.81312, -2.71611, -1.58934], [-1.57536, -1.69269, -1.00077], [-1.25820, -0.45775, -0.26740], [0.10502, -0.42830, 0.09483], [0.42709, 0.66618, 0.93876], [1.93989, 0.67655, 1.05786], [2.54261, 0.83234, -0.20437], [-2.08624, -3.62914, -2.07695], [-1.55017, 0.44922, -0.82559], [-1.88513, -0.44513, 0.63297], [0.08757, 1.60235, 0.47277], [-0.05170, 0.58763, 1.93268], [2.26060, 1.52679, 1.66820], [2.27008, -0.25016, 1.55406], [2.13062, 0.17560, -0.78298]], "forces_ev_per_a": [[-0.098, 0.449, 0.333], [0.176, -0.254, -0.389], [-0.426, -0.040, 0.210], [-0.067, -0.058, 0.032], [0.058, 0.207, 0.036], [-0.148, 0.047, 0.327], [-0.008, -0.155, -0.236], [0.153, 0.247, 0.086], [0.215, -0.308, -0.141], [0.030, -0.032, 0.106], [0.035, -0.039, 0.023], [0.096, -0.163, -0.279], [-0.087, -0.134, -0.025], [-0.043, 0.144, -0.110], [0.113, 0.090, 0.028]], "charge": 0, "multiplicity": 1, "fmax_ev_per_a": 0.57, "e_tot_ha": -345.6982, "de_lowest_kcal_mol": 67.0, "gap_ev": 11.1, "smiles": "C#CCOCCO", "homo_ev": -10.140}



- Which value of charge does entry 2 give?
  0



- What is the multiplicity in the seventh record?
  1